1.
This record from OMol25 describes one molecule with the formula C23H28FN3O3S. The level of theory is wB97M-V/def2-TZVPD.

HOMO-LUMO gap, eV: 8.29
SMILES: CC1CCN(S(=O)(=O)c2ccc(C(=O)N3CCN(c4ccccc4F)CC3)cc2)CC1
ΔE to the lowest compared entry with this formula, charge and spin, kJ/mol: 133.0
Highest occupied orbital energy, Ha: -0.295

Last column: Löwdin charge in e.
Cartesian coordinates (Å):
C -4.043 -4.390 0.251  -0.0727
C -3.715 -2.904 0.152  -0.3938
C -4.151 -2.331 -1.198  -0.1443
C -3.841 -0.837 -1.266  -0.2056
N -4.496 -0.159 -0.174  -0.2329
S -4.673 1.488 -0.339  0.6660
O -5.166 1.731 -1.661  -0.2773
O -5.424 1.951 0.788  -0.2763
C -2.992 2.103 -0.219  -0.2614
C -2.464 2.390 1.025  -0.0448
C -1.133 2.759 1.128  0.0072
C -0.336 2.814 -0.010  -0.1419
C 1.090 3.268 0.112  -0.4267
O 1.361 4.392 0.486  0.0835
N 2.034 2.368 -0.255  -0.0449
C 1.813 0.956 -0.445  -0.1116
C 2.449 0.169 0.719  -0.1270
N 3.856 0.476 0.824  -0.0941
C 4.800 -0.376 0.276  -0.1663
C 4.704 -1.755 0.513  -0.0245
C 5.636 -2.651 0.034  -0.0939
C 6.727 -2.210 -0.696  -0.0953
C 6.862 -0.857 -0.942  -0.0182
C 5.913 0.029 -0.472  -0.1967
F 6.098 1.339 -0.794  0.0414
C 4.071 1.896 0.996  -0.1231
C 3.438 2.712 -0.138  -0.1040
C -0.889 2.547 -1.260  -0.0131
C -2.222 2.188 -1.363  -0.0461
C -4.087 -0.623 1.129  -0.2058
C -4.403 -2.110 1.264  -0.1443
H -3.543 -4.946 -0.538  0.0762
H -3.721 -4.789 1.210  0.0762
H -5.115 -4.549 0.156  0.0813
H -2.630 -2.776 0.252  0.1411
H -5.225 -2.473 -1.320  0.1278
H -3.639 -2.844 -2.014  0.1205
H -4.226 -0.397 -2.186  0.1181
H -2.748 -0.683 -1.223  0.1265
H -3.108 2.343 1.889  0.1168
H -0.705 3.006 2.088  0.1260
H 0.745 0.742 -0.497  0.1160
H 2.287 0.648 -1.384  0.1375
H 2.300 -0.896 0.552  0.1127
H 1.955 0.456 1.655  0.1322
H 3.884 -2.123 1.111  0.1085
H 5.516 -3.702 0.245  0.1025
H 7.462 -2.906 -1.068  0.1011
H 7.690 -0.466 -1.513  0.1182
H 5.133 2.114 1.078  0.1249
H 3.591 2.183 1.940  0.1337
H 3.507 3.779 0.074  0.1261
H 3.937 2.494 -1.086  0.1260
H -0.276 2.627 -2.146  0.1280
H -2.684 1.988 -2.317  0.1167
H -4.641 -0.035 1.861  0.1181
H -3.006 -0.458 1.281  0.1273
H -5.482 -2.249 1.190  0.1278
H -4.075 -2.463 2.244  0.1205

=====

2.
This record from OMol25 describes C5H8N2 as an isolated structure. The level of theory is wB97M-V/def2-TZVPD.

HOMO-LUMO gap (alpha / beta), eV: 7.72 / 7.73
ΔE to the lowest compared entry with this formula, charge and spin, kJ/mol: 408.9
Highest occupied orbital energy (alpha / beta), Ha: -0.311 / -0.303

Last column: Löwdin charge in e.
Cartesian coordinates (Å):
C 0.487 0.341 -2.601  -0.0543
C -2.096 -0.469 1.265  -0.0168
C -1.224 0.331 0.531  -0.0870
C -0.045 -0.153 1.140  -0.3514
N 1.150 0.499 1.240  0.1345
C -0.363 -1.407 1.797  -0.1216
N -1.648 -1.679 1.609  0.0389
H 0.363 1.411 -2.415  0.0147
H 1.484 0.028 -2.279  0.0175
H 0.371 0.148 -3.670  0.0156
H -1.364 1.347 0.186  0.0932
H 1.620 0.489 2.133  0.1021
H 1.220 1.380 0.752  0.1010
H 0.313 -2.050 2.352  0.1095
H -0.267 -0.215 -2.039  0.0039

=====

3.
This record from OMol25 describes one molecule with the formula C10H14O. The level of theory is wB97M-V/def2-TZVPD.

HOMO-LUMO gap (alpha / beta), eV: 7.78 / 7.77
ΔE to the lowest compared entry with this formula, charge and spin, kJ/mol: 641.0
Highest occupied orbital energy (alpha / beta), Ha: -0.277 / -0.297

Last column: Löwdin charge in e.
Cartesian coordinates (Å):
C -1.820 0.889 0.128  -0.0889
C -0.773 1.695 0.586  -0.0565
C -1.766 -0.506 -0.161  0.0089
C 0.708 1.506 0.582  -0.2921
C 1.314 0.718 -0.553  -0.1639
C 0.862 -0.615 -1.006  -0.0817
C -0.478 -1.341 -0.414  -0.4749
C 1.541 2.867 0.751  -0.0501
C -0.127 -2.128 0.803  -0.0605
C -0.688 -2.308 -1.582  -0.0797
O 2.016 -0.570 -0.317  0.0342
H -2.914 1.215 0.190  0.1199
H -1.111 2.702 0.792  0.0917
H -2.569 -1.036 -0.455  0.0541
H 1.020 0.926 1.600  0.1921
H 1.915 1.320 -1.152  0.1137
H 1.469 3.434 -0.109  0.0436
H 2.544 2.634 0.911  0.0511
H 1.119 3.474 1.626  0.1061
H -0.798 -2.892 0.845  0.0448
H -0.156 -1.670 1.884  0.1381
H 0.778 -2.611 0.642  0.0596
H -1.681 -2.943 -1.530  0.1235
H 0.258 -2.988 -1.590  0.1230
H -0.664 -1.771 -2.470  0.0439

=====

4.
This record from OMol25 describes one molecule with the formula C6H12O2S3. The level of theory is wB97M-V/def2-TZVPD.

HOMO-LUMO gap (alpha / beta), eV: 8.39 / 6.17
2S+1: 3
<S²>: 2.015
Highest occupied orbital energy (alpha / beta), Ha: -0.291 / -0.334

Last column: Löwdin charge in e.
Cartesian coordinates (Å):
C 0.897 -1.050 -0.883  -0.5345
C -1.070 0.522 0.685  -0.7674
C 0.774 -0.848 -2.310  -0.1244
C 2.181 -1.265 -0.315  -0.1268
C -1.716 1.406 -0.392  -0.1451
C -1.820 0.225 2.011  -0.1384
O -0.223 -1.802 1.395  -0.4979
O 1.054 1.077 2.377  -0.5234
S 1.349 2.079 -0.304  0.4020
S -0.599 -1.223 0.146  0.9545
S 0.224 1.747 1.342  0.5806
H 1.527 -1.415 -2.717  0.0419
H 1.118 0.251 -2.647  0.1241
H -0.167 -1.106 -2.797  0.0838
H 2.725 -0.310 -0.501  0.0722
H 2.611 -2.111 -0.851  0.0951
H 2.177 -1.506 0.796  0.1112
H -2.121 2.203 0.157  0.0590
H -2.279 0.784 -1.020  0.0702
H -0.865 1.932 -0.868  -0.0160
H -0.981 -0.380 2.525  0.0860
H -2.660 -0.465 1.810  0.0909
H -2.137 1.254 2.362  0.1023

=====

5.
This record from OMol25 describes an isolated ion of composition C5H13N2O and charge +1. The level of theory is wB97M-V/def2-TZVPD.

Charge: +1
HOMO-LUMO gap, eV: 9.64
SMILES: [NH3+]CCNCCC=O
ΔE to the lowest compared entry with this formula, charge and spin, kJ/mol: 165.7
Highest occupied orbital energy, Ha: -0.480

Last column: Löwdin charge in e.
Cartesian coordinates (Å):
N -1.910 1.819 -0.104  0.1977
C -2.262 0.474 0.494  -0.1177
C -1.013 -0.201 1.025  -0.2017
N 0.037 -0.049 0.004  -0.0843
C 1.388 -0.232 0.553  -0.2100
C 2.383 -0.484 -0.597  -0.1309
C 1.979 -1.628 -1.485  -0.2439
O 1.106 -1.519 -2.307  0.0554
H -2.378 2.579 0.394  0.1733
H -2.146 1.861 -1.093  0.1725
H -0.898 1.925 -0.008  0.1465
H -2.654 -0.110 -0.330  0.1305
H -3.058 0.522 1.230  0.1338
H -0.583 0.208 1.947  0.1294
H -1.278 -1.237 1.272  0.1366
H -0.067 -0.781 -0.697  0.0929
H 1.407 -1.037 1.294  0.1243
H 1.671 0.711 1.027  0.1217
H 3.369 -0.666 -0.160  0.1225
H 2.437 0.447 -1.138  0.1186
H 2.470 -2.602 -1.320  0.1328

=====

6.
This record from OMol25 describes C55H56AsBr2GeN2OSiW as an isolated structure. The level of theory is wB97M-V/def2-TZVPD.

Charge: -1
HOMO-LUMO gap (alpha / beta), eV: 6.01 / 6.02
ΔE to the lowest compared entry with this formula, charge and spin, kJ/mol: 8.6
Highest occupied orbital energy (alpha / beta), Ha: -0.139 / -0.138

Last column: Löwdin charge in e.
Cartesian coordinates (Å):
W 0.746 -0.507 -0.492  1.3555
Br -3.491 -2.670 0.955  0.8541
C -3.609 -0.902 0.306  -0.5752
C -4.794 -0.188 0.513  -0.1851
C -4.954 1.067 0.009  -0.6405
Br -6.564 2.008 0.371  0.7285
C -3.955 1.639 -0.812  -0.1946
C -4.087 2.887 -1.462  -0.0486
C -3.123 3.307 -2.326  -0.0620
C -2.020 2.463 -2.554  -0.1583
N -1.835 1.329 -1.935  0.1026
C -2.761 0.906 -1.040  -0.1295
C -2.509 -0.370 -0.372  -0.3780
O -1.382 -0.997 -0.427  -0.2612
H -5.580 -0.653 1.094  0.0899
H -4.968 3.485 -1.274  0.0691
H -3.198 4.255 -2.842  0.1007
H -1.259 2.753 -3.276  0.1055
C -0.225 4.313 0.072  -0.2083
Ge 0.545 2.847 1.148  0.7562
C 2.182 3.508 1.986  -0.1885
C -0.722 2.391 2.584  -0.2171
C 0.619 1.292 -0.015  -0.4873
H 0.355 5.231 0.191  0.0115
H -1.256 4.511 0.375  0.0128
H -0.227 4.050 -0.987  -0.0055
H 1.924 4.469 2.443  0.0208
H 2.977 3.670 1.259  -0.0001
H 2.542 2.830 2.759  0.0135
H -0.998 3.283 3.152  0.0168
H -0.275 1.672 3.275  0.0032
H -1.627 1.950 2.159  0.0139
H 0.217 1.535 -1.025  -0.0287
C 2.859 1.015 -4.614  -0.0485
C 2.323 -0.119 -3.788  -0.2792
C 1.055 -0.101 -3.277  -0.0780
C 0.490 -1.217 -2.541  -0.5246
C -0.859 -1.705 -3.042  -0.0819
C 1.508 -2.156 -2.023  -0.3802
As 0.701 -3.482 -0.701  1.3694
N 0.730 -2.181 0.680  -0.3750
C -0.090 -2.444 1.771  -0.4254
C -0.302 -3.749 2.247  -0.1118
C -1.077 -3.988 3.372  -0.1167
C -1.666 -2.943 4.069  -0.1374
C -1.492 -1.649 3.593  -0.1190
C -0.739 -1.404 2.460  -0.1035
C 2.161 -4.742 -0.269  -0.3067
C 3.006 -4.739 0.851  -0.2567
C 2.956 -3.725 1.963  -0.0595
C 3.960 -5.753 0.966  -0.0191
C 4.095 -6.766 0.033  -0.2713
C 5.163 -7.817 0.172  -0.0577
C 3.222 -6.774 -1.048  -0.0254
C 2.261 -5.786 -1.208  -0.3252
C 1.379 -5.838 -2.432  -0.1003
C 2.767 -2.246 -2.686  -0.2833
C 3.755 -3.361 -2.485  -0.0364
C 3.122 -1.262 -3.578  -0.0522
H 2.085 1.755 -4.823  0.0755
H 3.252 0.647 -5.565  0.0792
H 3.676 1.521 -4.094  0.0687
H 0.370 0.699 -3.544  0.1046
H -1.567 -0.879 -3.082  0.0600
H -1.279 -2.487 -2.415  0.0420
H -0.725 -2.101 -4.055  0.0848
H 0.152 -4.591 1.738  0.0800
H -1.212 -5.010 3.711  0.0980
H -2.270 -3.134 4.947  0.0902
H -1.978 -0.815 4.087  0.1034
H -0.685 -0.396 2.072  0.0680
H 2.794 -2.713 1.608  0.0432
H 3.881 -3.765 2.540  0.0799
H 2.133 -3.936 2.649  0.0743
H 4.627 -5.737 1.824  0.1127
H 5.598 -7.805 1.171  0.0704
H 5.971 -7.652 -0.545  0.0792
H 4.764 -8.817 -0.011  0.0746
H 3.298 -7.560 -1.794  0.1134
H 1.660 -6.682 -3.062  0.0759
H 1.461 -4.932 -3.040  0.0598
H 0.325 -5.945 -2.170  0.0667
H 4.714 -3.078 -2.919  0.0792
H 3.420 -4.281 -2.974  0.0743
H 3.921 -3.591 -1.439  0.0621
H 4.098 -1.314 -4.046  0.1124
C 7.272 -2.061 -1.376  -0.1110
C 6.575 -2.559 -0.286  -0.0953
C 5.398 -1.946 0.129  -0.1163
C 4.863 -0.833 -0.526  -0.2617
C 5.601 -0.343 -1.611  -0.1121
C 6.781 -0.941 -2.034  -0.0972
Si 3.253 0.069 0.046  0.7177
C 3.780 1.835 -0.531  -0.2921
C 4.935 2.425 -0.001  -0.1140
C 5.358 3.691 -0.378  -0.0969
C 4.640 4.412 -1.326  -0.1077
C 3.510 3.843 -1.890  -0.0941
C 3.094 2.574 -1.495  -0.1386
C 3.500 0.100 1.951  -0.2719
C 2.394 0.047 2.796  -0.1405
C 2.508 0.052 4.180  -0.0851
C 3.762 0.121 4.767  -0.1037
C 4.888 0.176 3.955  -0.0944
C 4.754 0.160 2.573  -0.1123
H 8.191 -2.531 -1.706  0.0914
H 6.946 -3.426 0.250  0.0969
H 4.897 -2.345 1.001  0.0774
H 5.253 0.541 -2.133  0.0941
H 7.319 -0.524 -2.879  0.0957
H 5.517 1.890 0.741  0.0895
H 6.247 4.119 0.072  0.0961
H 4.966 5.402 -1.624  0.0920
H 2.945 4.383 -2.643  0.0979
H 2.212 2.151 -1.952  0.0663
H 1.404 -0.006 2.369  0.0392
H 1.613 -0.012 4.790  0.1003
H 3.864 0.121 5.846  0.0926
H 5.876 0.227 4.399  0.0939
H 5.655 0.177 1.969  0.0907

=====

7.
This record from OMol25 describes a 2-piece molecular cluster, C3H7N3O overall. The level of theory is wB97M-V/def2-TZVPD.

HOMO-LUMO gap, eV: 9.98
SMILES: [H]/N=C/NC.N=C=O
ΔE to the lowest compared entry with this formula, charge and spin, kJ/mol: 82.5
Highest occupied orbital energy, Ha: -0.339

Last column: Löwdin charge in e.
Cartesian coordinates (Å):
H 1.414 2.404 0.776  0.0424
N 1.265 1.481 0.384  0.0201
C 0.190 0.967 0.881  -0.3140
N -0.289 -0.262 0.579  -0.0601
C -1.438 -0.850 1.253  -0.0847
H -0.471 1.519 1.556  0.1221
H 0.277 -0.845 -0.029  0.1105
H -1.842 -0.115 1.956  0.0772
H -1.141 -1.746 1.812  0.0814
H -2.228 -1.123 0.541  0.0816
N 1.120 0.014 -1.878  0.1536
C 0.493 -0.245 -2.877  -0.3918
O -0.107 -0.618 -3.820  0.1226
H 1.261 0.900 -1.367  0.0392

=====

8.
This record from OMol25 describes C34H47CaN3O3P2 as an isolated structure. The level of theory is wB97M-V/def2-TZVPD.

HOMO-LUMO gap, eV: 6.58
Highest occupied orbital energy, Ha: -0.255

Last column: Löwdin charge in e.
Cartesian coordinates (Å):
Ca 0.251 -0.419 -0.824  1.2579
C -0.292 4.155 0.038  -0.1095
C 1.123 3.975 -0.590  -0.5091
C 2.039 5.143 -0.147  -0.1176
P 1.832 2.252 -0.182  1.0697
C 3.633 2.585 -0.410  -0.5883
C 3.920 2.645 -1.932  -0.1111
C 4.509 1.431 0.143  -0.1184
C 1.533 2.101 1.664  -0.2930
C 2.296 2.854 2.564  -0.1147
C 2.014 2.881 3.917  -0.1010
C 0.886 2.205 4.374  -0.0858
C 0.162 1.349 3.528  -0.0403
C 0.450 1.324 2.138  -0.3240
N -0.117 0.301 1.367  -0.1548
C -1.416 -0.208 1.564  -0.3620
C -2.585 0.544 1.976  -0.0351
C -3.857 -0.026 1.865  -0.0906
C -3.994 -1.356 1.394  -0.1150
C -2.891 -2.083 1.078  -0.1360
C -1.603 -1.577 1.220  -0.3681
P -0.086 -2.653 1.224  1.0491
C 0.576 -2.446 3.011  -0.4986
C 1.689 -3.487 3.248  -0.1233
C -0.534 -2.484 4.082  -0.1050
C -0.757 -4.369 1.056  -0.5552
C -1.527 -5.066 2.178  -0.1147
C 0.314 -5.364 0.598  -0.1430
H -0.964 4.774 -0.549  0.0729
H -0.777 3.200 0.136  0.0364
H -0.200 4.536 1.043  0.0725
H 1.076 3.994 -1.705  0.0884
H 2.128 5.138 0.963  0.0798
H 3.028 5.036 -0.587  0.0528
H 1.625 6.127 -0.369  0.0788
H 3.884 3.509 0.081  0.0675
H 3.947 1.596 -2.325  0.0928
H 3.141 3.208 -2.399  0.0429
H 4.909 3.128 -2.067  0.0902
H 4.181 0.507 -0.327  0.0642
H 5.539 1.667 -0.097  0.0725
H 4.461 1.262 1.244  0.0779
H 3.126 3.317 2.210  0.0586
H 2.689 3.403 4.589  0.0987
H 0.535 2.279 5.442  0.1169
H -0.628 0.800 3.984  0.0903
H -2.444 1.594 2.384  0.1274
H -4.723 0.573 2.152  0.1009
H -4.970 -1.841 1.278  0.1039
H -3.005 -3.121 0.807  0.0873
H 0.982 -1.420 2.943  0.0826
H 1.323 -4.436 3.615  0.0600
H 2.220 -3.666 2.303  0.0607
H 2.479 -3.213 3.970  0.0808
H -0.853 -3.521 4.179  0.0464
H -0.117 -2.221 5.085  0.0897
H -1.403 -1.850 3.860  0.0692
H -1.433 -4.265 0.163  0.1032
H -0.857 -5.332 2.962  0.0515
H -2.333 -4.471 2.628  0.0774
H -1.947 -5.984 1.835  0.0707
H 0.800 -5.889 1.421  0.0719
H -0.132 -6.178 0.042  0.0753
H 1.113 -4.917 0.049  0.0473
C -1.619 -2.171 -4.145  -0.0209
C -0.160 -2.121 -3.696  -0.5108
C 0.658 -3.085 -4.550  -0.0266
O -0.036 -2.526 -2.295  -0.1423
C 0.448 -0.665 -3.812  -0.7070
O 0.077 -0.009 -4.773  0.0322
O 1.246 -0.293 -2.927  -0.1776
H -2.054 -3.180 -3.948  0.0978
H -1.616 -2.131 -5.258  0.0983
H -2.226 -1.362 -3.820  0.0591
H 0.222 -4.115 -4.477  0.1040
H 1.742 -3.028 -4.240  0.1144
H 0.601 -2.747 -5.582  0.0904
H 0.511 -3.335 -2.308  0.0950
N -4.549 4.658 -4.735  0.1622
C -3.972 3.909 -4.077  -0.1615
C -3.109 3.041 -3.266  -0.1925
C -3.716 2.095 -2.390  0.0038
C -2.873 1.162 -1.838  -0.1179
N -1.545 1.195 -2.021  0.0259
C -1.015 2.039 -2.888  -0.1468
C -1.748 3.013 -3.503  0.0017
H -4.810 2.168 -2.132  0.1399
H -3.184 0.401 -1.096  0.1137
H 0.077 1.941 -3.011  0.1092
H -1.317 3.614 -4.293  0.1334